A structure of composition C40H37F3LuN11O4S3Se, computed with ωB97M-V/def2-TZVPD.

The geometry in ORCA input format:
```
! wB97M-V def2-TZVPD RIJCOSX def2/J DEFGRID3
* xyz -2 1
Lu -2.18 1.78 2.61
N 1.80 3.10 2.29
C 0.65 2.50 2.50
S 0.20 1.88 4.07
N -0.27 2.43 1.51
N -0.23 1.34 0.64
C 0.04 1.61 -0.65
C -0.09 0.68 -1.72
C 0.06 1.26 -3.02
C -0.22 0.55 -4.17
C -0.93 -0.64 -4.02
C -1.27 -1.08 -2.73
N -0.67 -0.54 -1.61
H 2.40 3.43 3.02
H 1.99 3.43 1.36
H 0.10 2.64 -1.04
H 0.50 2.27 -3.00
H 0.04 0.87 -5.18
H -1.32 -1.15 -4.91
H -1.98 -1.86 -2.52
F -5.95 -3.75 3.04
C -4.72 -3.09 2.78
F -4.37 -3.52 1.52
F -3.77 -3.62 3.59
C -4.96 -1.62 2.86
C -6.31 -1.19 2.81
C -6.59 0.20 2.61
C -5.54 1.11 2.80
N -4.24 0.69 2.70
C -3.93 -0.61 2.82
S -2.21 -0.99 2.97
H -7.18 -1.88 2.98
H -7.60 0.57 2.46
H -5.62 2.19 2.99
C -0.54 -1.40 -0.39
C -0.57 -2.86 -0.60
C 0.57 -3.55 -0.89
C 0.51 -4.99 -1.03
C -0.66 -5.64 -0.84
C -1.87 -4.94 -0.57
C -1.84 -3.58 -0.50
H 0.38 -1.07 0.15
H -1.36 -1.06 0.29
H 1.53 -3.04 -0.97
H 1.40 -5.57 -1.24
H -0.68 -6.71 -0.98
H -2.85 -5.47 -0.48
H -2.77 -3.05 -0.28
Se -2.72 5.28 6.05
C -2.87 4.18 4.68
N -2.77 3.30 3.90
C 6.22 0.15 0.23
C 6.17 -0.50 1.58
N 7.07 -1.71 1.57
C 8.46 -1.36 1.78
C 9.44 -2.22 0.96
C 6.73 -2.98 1.99
O 7.54 -3.71 2.69
C 5.38 -3.51 1.81
C 5.00 -4.60 2.57
C 3.76 -5.24 2.31
C 3.01 -4.79 1.19
N 3.32 -3.68 0.53
C 4.44 -3.02 0.91
H 5.40 -0.16 -0.46
H 7.22 -0.01 -0.23
H 6.14 1.23 0.32
H 5.15 -0.72 1.86
H 6.64 0.20 2.34
H 8.83 -1.54 2.81
H 8.59 -0.30 1.47
H 9.11 -3.22 1.05
H 10.46 -2.13 1.37
H 9.42 -1.89 -0.09
H 5.61 -4.93 3.43
H 3.45 -6.04 2.93
H 2.04 -5.23 1.05
H 4.57 -2.10 0.33
O -5.99 4.87 -7.16
S -5.24 3.88 -6.47
O -4.00 3.46 -7.13
O -6.07 2.90 -5.83
C -4.26 4.67 -5.24
N -3.74 5.86 -5.65
C -2.81 6.38 -4.90
C -2.53 5.90 -3.61
C -3.32 4.82 -3.17
N -4.19 4.20 -4.01
C -3.20 4.19 -1.80
C -3.87 2.94 -1.61
C -3.78 2.29 -0.40
N -3.08 2.76 0.67
C -2.48 4.01 0.50
C -2.45 4.67 -0.71
H -2.15 7.12 -5.38
H -1.77 6.35 -3.01
H -4.48 2.50 -2.38
H -4.34 1.41 -0.30
H -2.04 4.38 1.38
H -1.86 5.62 -0.72
*
```

Properties
Relative energy (zero: lowest compared OMol25 entry of this formula, charge and spin), kJ/mol: 0.0
E_HOMO (alpha / beta), eV: 0.412 / -2.606
Lowest unoccupied orbital energy (alpha / beta), eV: 2.29 / 2.30
HOMO-LUMO gap (alpha / beta), eV: 1.9 / 4.9



A structure of composition C20H15I2N3O5Re, computed with ωB97M-V/def2-TZVPD.

The geometry in ORCA input format:
```
! wB97M-V def2-TZVPD RIJCOSX def2/J DEFGRID3
* xyz 2 4
Re -0.68 -0.99 -0.40
O -0.39 -1.75 -4.62
C -0.34 -1.73 -3.33
O -1.14 -1.13 -2.60
C 0.71 -2.54 -2.67
C 1.64 -3.36 -3.26
C 2.40 -4.18 -2.43
C 2.14 -4.20 -1.06
C 1.18 -3.34 -0.56
N 0.54 -2.48 -1.34
C 0.63 -3.33 0.84
O 1.04 -4.02 1.71
O -0.39 -2.46 0.92
H -1.14 -1.24 -4.97
H 1.74 -3.38 -4.34
H 3.16 -4.83 -2.85
H 2.64 -4.88 -0.38
I -0.20 6.66 0.51
C -0.55 4.66 0.09
C -1.86 4.20 -0.03
C -2.08 2.86 -0.34
I -4.03 2.12 -0.47
C -1.01 2.01 -0.55
O -1.24 0.72 -0.91
C 0.29 2.46 -0.40
C 1.45 1.52 -0.63
N 1.34 0.28 0.18
C 1.30 0.54 1.63
C -0.09 0.53 2.19
C -0.38 1.11 3.41
C -1.65 0.97 3.95
C -2.61 0.25 3.25
C -2.28 -0.29 2.03
N -1.04 -0.13 1.51
C 0.52 3.79 -0.08
H -2.69 4.87 0.12
H 2.38 2.04 -0.38
H 1.50 1.23 -1.68
H 2.12 -0.32 -0.03
H 1.77 1.50 1.87
H 1.87 -0.23 2.15
H 0.39 1.65 3.94
H -1.89 1.41 4.91
H -3.61 0.11 3.64
H -2.99 -0.84 1.44
H 1.53 4.16 0.03
*
```

Properties
Relative energy (zero: lowest compared OMol25 entry of this formula, charge and spin), kJ/mol: 0.0
E_HOMO (alpha / beta), eV: -13.547 / -13.552
Lowest unoccupied orbital energy (alpha / beta), eV: -7.48 / -8.43
Expectation value of S²: 3.77
HOMO-LUMO gap (alpha / beta), eV: 6.1 / 5.1



The ion C3H3O4 with charge -1, computed with ωB97M-V/def2-TZVPD.

The geometry in ORCA input format:
```
! wB97M-V def2-TZVPD RIJCOSX def2/J DEFGRID3
* xyz -1 1
C -1.67 0.88 1.86
C -0.41 0.01 1.50
C 0.01 -0.04 0.05
O -1.37 2.00 1.40
O -2.64 0.44 2.43
O 0.58 -0.30 2.28
O 0.72 -0.41 3.66
H -0.84 0.21 -0.58
H 0.36 -1.05 -0.18
H 0.82 0.66 -0.14
*
```

Properties
Relative energy (zero: lowest compared OMol25 entry of this formula, charge and spin), kJ/mol: 370.6
E_HOMO, eV: -4.487
Lowest unoccupied orbital energy, eV: 3.96
HOMO-LUMO gap, eV: 8.4



An isolated molecule of C2H2FN, computed with ωB97M-V/def2-TZVPD.

The geometry in ORCA input format:
```
! wB97M-V def2-TZVPD RIJCOSX def2/J DEFGRID3
* xyz 0 1
N 0.38 -1.76 0.96
C 0.47 -0.85 0.29
C -0.13 0.34 -0.15
F 0.41 0.74 -1.29
H -1.25 0.38 -0.36
H 0.12 1.15 0.55
*
```

Properties
Relative energy (zero: lowest compared OMol25 entry of this formula, charge and spin), kJ/mol: 57.3
E_HOMO, eV: -12.115
Lowest unoccupied orbital energy, eV: 0.35
SMILES string: N#CCF
HOMO-LUMO gap, eV: 12.5